Entry from the Open Molecules 2025 dataset: the molecule C10H10N2O (the ωB97M-V functional and the def2-TZVPD basis).

The geometry in XYZ format:
```
23
C10H10N2O | the Open Molecules 2025 dataset | the ωB97M-V functional and the def2-TZVPD basis
C -0.74194 -0.60968 2.72641
C -1.10254 -0.86182 1.47330
N -0.19803 -0.84394 0.42595
C 1.04462 -0.26426 0.62979
C 1.85384 0.07658 -0.53644
N 1.49280 0.24386 -1.73866
C 0.20439 0.34390 -2.20120
C -0.73417 1.37466 -1.87282
C -1.78577 1.20067 -2.71406
O -1.59174 0.14535 -3.51918
C -0.37617 -0.36337 -3.22200
C 1.49022 -0.01533 1.87437
C 0.69128 -0.34137 3.10216
H -1.47699 -0.60031 3.51546
H -2.11846 -1.10053 1.19453
H -0.54152 -0.92901 -0.51648
H 2.91906 0.18314 -0.35619
H -0.59991 2.13148 -1.12763
H -2.69901 1.75074 -2.82284
H -0.05683 -1.23612 -3.75509
H 2.44645 0.46114 2.01663
H 0.75707 0.47898 3.82497
H 1.12334 -1.22478 3.59904
```

Properties
* DFT total energy: -15557.7315 eV
* largest force on an atom: 1.3 eV/Å
* gap between HOMO and LUMO: 8.25 eV
* energy above the lowest of the compared OMol25 structures with the same formula, charge and spin: 235.0 kJ/mol
* 2S+1: 1



Entry from the Open Molecules 2025 dataset: a cluster of 2 separate species, C10H10N2O2 in total (the ωB97M-V functional and the def2-TZVPD basis).

The geometry in XYZ format:
```
24
C10H10N2O2 | the Open Molecules 2025 dataset | the ωB97M-V functional and the def2-TZVPD basis
O 2.07244 -2.12202 -1.34912
C 2.05965 -1.18095 -0.64027
C 2.50904 -1.18398 0.73795
C 2.69760 0.07299 1.27401
N 2.15424 1.21536 0.68801
C 1.66024 1.26052 -0.70064
O 1.30003 2.21078 -1.39406
N 1.50447 0.00538 -1.03378
H 3.26266 -2.11580 0.85072
H 3.08768 0.10003 2.32821
H 2.67747 2.19684 0.97148
H 1.02857 0.09140 -1.99416
C -1.93303 0.14853 1.54684
C -2.20979 -1.17940 0.86768
C -2.45789 -1.39503 -0.49077
C -2.67769 -0.31453 -1.25394
C -2.36329 1.04776 -0.78174
C -1.99040 1.26034 0.51459
H -1.32457 0.37780 2.46227
H -2.32589 -2.05771 1.49702
H -2.55666 -2.25914 -1.05875
H -2.60502 -0.38253 -2.38412
H -1.92007 1.90054 -1.42013
H -1.64981 2.30282 0.76269
```

Properties
* DFT total energy: -17604.3750 eV
* largest force on an atom: 6.2 eV/Å
* gap between HOMO and LUMO: 9.27 eV
* energy above the lowest of the compared OMol25 structures with the same formula, charge and spin: 402.0 kJ/mol
* 2S+1: 1



Entry from the Open Molecules 2025 dataset: a cluster of 2 separate species, C10H10N2O2 in total (the ωB97M-V functional and the def2-TZVPD basis).

The geometry in XYZ format:
```
24
C10H10N2O2 | the Open Molecules 2025 dataset | the ωB97M-V functional and the def2-TZVPD basis
O 2.01842 2.23762 0.27581
C 2.44435 1.07186 0.13495
C 1.84668 -0.27683 0.07455
C 2.70732 -1.23086 -0.39140
N 4.06116 -1.30059 -0.50698
C 4.66318 -0.06256 -0.06579
O 5.86243 -0.02711 0.29021
N 3.76485 0.98113 -0.05372
H 0.73745 -0.57905 0.37863
H 2.34315 -2.35912 -0.27478
H 4.66481 -2.13187 -0.81902
H 4.20840 1.90495 0.01116
C -3.48085 -0.89875 1.02388
C -4.21600 -0.82353 -0.21678
C -3.95565 0.22268 -1.06850
C -2.99423 1.25191 -0.82790
C -2.12962 1.05577 0.22567
C -2.48132 0.03116 1.11516
H -3.95585 -1.53889 1.86629
H -5.13722 -1.53400 -0.24651
H -4.61056 -0.05900 -2.09542
H -2.95913 2.19685 -1.36947
H -1.40199 1.91394 0.54652
H -1.99977 -0.04572 1.99345
```

Properties
* DFT total energy: -17604.9301 eV
* largest force on an atom: 6.0 eV/Å
* gap between HOMO and LUMO: 9.69 eV
* energy above the lowest of the compared OMol25 structures with the same formula, charge and spin: 348.5 kJ/mol
* 2S+1: 1



Entry from the Open Molecules 2025 dataset: a structure of composition C10H10N2O4Sn (the ωB97M-V functional and the def2-TZVPD basis).

The geometry in XYZ format:
```
27
C10H10N2O4Sn | the Open Molecules 2025 dataset | the ωB97M-V functional and the def2-TZVPD basis
Sn -0.19754 -2.14678 0.24492
C 1.60434 -3.69761 -0.05629
O 2.71053 -3.67238 0.31230
C -3.00850 -3.56939 -0.10918
O -3.92499 -4.25080 -0.29532
C -0.69393 -1.01570 -2.03669
O -0.52178 -0.43384 -3.01688
C -1.11912 -1.52425 2.67659
O -1.15173 -1.30590 3.80994
C -3.19758 1.84735 0.46107
H -2.86151 2.05696 1.47387
H -2.60631 2.28854 -0.33983
C -4.09583 0.87666 0.20566
H -4.33135 0.58890 -0.83141
H -4.59665 0.33561 1.02416
C 3.66256 1.12937 -1.33309
N 2.48055 1.13272 -0.48445
C 2.09189 1.98863 0.53543
C 0.95802 1.46474 1.08354
N 0.70365 0.22200 0.49478
C 1.59113 0.14318 -0.49316
H 3.37832 1.19351 -2.37902
H 4.30131 1.95695 -1.07941
H 4.20273 0.19708 -1.19082
H 2.65480 2.87845 0.75154
H 0.32752 1.93711 1.81823
H 1.63948 -0.62110 -1.24646
```

Properties
* DFT total energy: -27512.8807 eV
* net charge: +2
* largest force on an atom: 7.2 eV/Å
* gap between HOMO and LUMO: 6.07 eV
* energy above the lowest of the compared OMol25 structures with the same formula, charge and spin: 157.1 kJ/mol
* 2S+1: 1